C26H36N4O5P | wB97M-V/def2-TZVPD

CARTESIAN COORDINATES (ANGSTROEM)
C  1.021  -0.597  3.224
C  -0.519  -0.289  2.822
P  -0.946  -0.943  1.097
C  -2.862  -1.022  0.952
C  -0.488  0.348  -0.256
N  -0.398  1.660  0.215
N  -0.127  2.601  -0.688
C  0.055  2.262  -2.049
C  0.035  0.883  -2.722
C  -0.286  -0.261  -1.672
O  -0.394  -1.604  -2.032
C  0.836  -2.121  -2.627
C  1.838  -2.839  -1.611
C  2.272  -1.903  -0.354
C  1.376  -4.287  -1.102
C  -0.113  -4.358  -0.510
C  -0.142  -5.290  0.828
C  -1.027  -5.111  -1.628
H  1.618  -0.544  2.243
H  1.389  0.145  4.004
H  1.049  -1.681  3.615
H  -0.765  0.823  2.872
H  -1.191  -0.824  3.596
H  -3.243  0.013  1.259
H  -3.058  -1.101  -0.185
H  -3.311  -1.881  1.544
H  -0.068  3.592  -0.384
H  0.249  3.150  -2.756
H  0.196  0.676  -3.832
H  1.446  -1.330  -3.198
H  0.549  -2.910  -3.418
H  2.821  -3.005  -2.198
H  1.618  -2.086  0.562
H  3.341  -2.247  -0.086
H  2.352  -0.799  -0.634
H  2.084  -4.559  -0.228
H  1.595  -5.063  -1.917
H  -0.536  -3.353  -0.186
H  0.410  -6.279  0.682
H  0.331  -4.638  1.655
H  -1.248  -5.420  1.097
H  -2.003  -4.560  -1.833
H  -1.150  -6.196  -1.309
H  -0.438  -5.101  -2.617
C  5.163  4.450  -3.838
C  5.394  3.935  -2.565
C  4.972  2.649  -2.246
C  4.321  1.884  -3.213
C  4.079  2.397  -4.487
C  4.503  3.685  -4.795
N  3.897  0.521  -2.890
O  4.108  0.111  -1.758
O  3.357  -0.134  -3.773
H  5.499  5.452  -4.084
H  5.908  4.536  -1.822
H  5.158  2.260  -1.251
H  3.570  1.810  -5.243
H  4.323  4.092  -5.785
C  -4.199  3.453  2.431
C  -5.551  3.616  2.715
C  -6.061  3.197  3.940
C  -5.204  2.620  4.874
C  -3.851  2.447  4.593
C  -3.351  2.867  3.365
N  -5.730  2.200  6.176
O  -6.925  2.349  6.380
O  -4.943  1.728  6.982
H  -3.804  3.787  1.475
H  -6.208  4.073  1.983
H  -7.116  3.329  4.150
H  -3.179  1.995  5.314
H  -2.297  2.740  3.136

2S+1 ... 1
Frontier orbital gap ... 6.4 eV
Net charge ... +1
Energy above the lowest of the compared OMol25 structures with the same formula, charge and spin ... 0.0 kcal per mole
Lowest unoccupied orbital energy ... -4.8 eV

Mulliken population analysis, charges in e, atoms 1 to 5: -0.77, -0.23, 0.25, -1.03, 0.12

=====

C26H36N4O7 | wB97M-V/def2-TZVPD

CARTESIAN COORDINATES (ANGSTROEM)
C  -3.718  -3.992  -0.728
C  -2.762  -3.679  0.417
C  -1.294  -3.929  0.069
C  -0.768  -3.129  -1.123
C  -0.885  -1.613  -0.954
N  -0.108  -1.109  0.170
C  -0.735  -0.690  1.286
O  -1.951  -0.602  1.356
C  0.135  -0.260  2.458
C  -0.442  1.038  3.023
C  -0.475  2.062  1.918
O  0.257  2.052  0.956
O  -1.422  2.976  2.090
C  -1.476  4.008  1.105
C  -1.175  3.546  -0.328
O  -0.369  4.163  -0.989
C  -1.983  2.442  -0.892
C  -1.696  2.058  -2.203
C  -2.445  1.071  -2.816
C  -3.472  0.455  -2.130
C  -3.763  0.815  -0.810
O  -4.789  0.153  -0.238
C  -5.008  0.305  1.149
C  -3.018  1.817  -0.195
C  1.306  -1.152  0.038
C  1.943  -0.188  -0.717
N  1.227  0.760  -1.371
N  3.304  -0.225  -0.886
C  4.011  0.841  -1.582
C  4.125  2.117  -0.738
C  4.915  1.924  0.558
C  6.385  1.594  0.329
C  4.078  -1.260  -0.375
O  5.265  -1.351  -0.591
N  3.406  -2.166  0.392
C  2.042  -2.191  0.699
O  1.604  -3.026  1.465
H  -3.582  -3.298  -1.554
H  -4.748  -3.911  -0.390
H  -3.556  -5.004  -1.097
H  -3.014  -4.314  1.270
H  -2.898  -2.645  0.734
H  -0.678  -3.700  0.940
H  -1.159  -4.990  -0.155
H  -1.311  -3.404  -2.028
H  0.282  -3.389  -1.275
H  -0.536  -1.120  -1.867
H  -1.922  -1.330  -0.775
H  1.165  -0.104  2.144
H  0.110  -1.051  3.208
H  -1.458  0.888  3.389
H  0.173  1.419  3.840
H  -2.485  4.424  1.156
H  -0.746  4.784  1.361
H  -0.898  2.561  -2.726
H  -2.228  0.781  -3.833
H  -4.071  -0.315  -2.590
H  -5.792  -0.407  1.400
H  -5.348  1.317  1.394
H  -4.100  0.064  1.707
H  -3.245  2.106  0.817
H  1.693  1.608  -1.648
H  0.301  0.923  -1.001
H  5.008  0.452  -1.794
H  3.513  1.044  -2.533
H  3.133  2.492  -0.477
H  4.618  2.874  -1.350
H  4.840  2.848  1.136
H  4.454  1.130  1.151
H  6.922  1.612  1.274
H  6.841  2.325  -0.337
H  6.500  0.603  -0.102
H  3.970  -2.907  0.794

2S+1 ... 1
Frontier orbital gap ... 8.6 eV
SMILES string ... CCCCCN(C(=O)CCC(=O)OCC(=O)c1cccc(OC)c1)c1c(N)n(CCCC)c(=O)[nH]c1=O
Energy above the lowest of the compared OMol25 structures with the same formula, charge and spin ... 0.0 kcal per mole
Lowest unoccupied orbital energy ... 0.1 eV

Mulliken population analysis, charges in e, atoms 1 to 5: -1.39, 0.18, -0.71, -1.35, -0.30

=====

C26H37B2Cl2F3N4O6P | wB97M-V/def2-TZVPD

CARTESIAN COORDINATES (ANGSTROEM)
C  0.429  0.205  3.026
B  -0.465  -0.601  1.988
O  -0.786  -1.902  2.363
B  -0.948  0.071  0.457
C  0.055  -0.557  -0.662
C  -0.247  -0.304  -2.147
N  0.777  0.479  -2.881
O  -0.835  1.605  0.542
C  -1.902  2.229  0.058
Cl  -2.380  3.611  1.234
C  -1.659  2.927  -1.285
C  -0.542  3.982  -1.452
C  -1.127  5.346  -1.783
Cl  0.620  4.169  -0.090
C  -3.062  1.136  -0.008
C  -3.912  1.112  -1.288
C  -4.899  2.273  -1.500
C  -6.319  1.840  -1.731
F  -6.396  0.796  -2.596
F  -7.047  2.846  -2.289
F  -6.972  1.462  -0.620
P  -4.173  1.131  1.456
O  -5.145  2.229  1.627
O  -3.217  0.873  2.709
O  -4.906  -0.285  1.293
O  -2.400  -0.085  0.066
H  -0.253  0.825  3.622
H  1.130  0.889  2.545
H  0.977  -0.443  3.725
H  -0.216  -2.205  3.080
H  1.079  -0.230  -0.456
H  0.061  -1.642  -0.503
H  -0.344  -1.257  -2.670
H  -1.204  0.201  -2.278
H  1.593  -0.121  -2.978
H  1.096  1.210  -2.247
H  -1.461  2.132  -2.000
H  -2.592  3.419  -1.564
H  0.089  3.659  -2.276
H  -0.341  6.096  -1.851
H  -1.633  5.295  -2.750
H  -1.844  5.648  -1.019
H  -4.455  0.168  -1.258
H  -3.237  1.032  -2.136
H  -4.889  2.979  -0.669
H  -4.642  2.832  -2.401
H  -2.830  1.718  2.987
H  -5.799  -0.174  1.648
N  2.841  -2.132  0.518
C  4.168  -2.191  0.512
C  4.886  -3.354  0.756
C  4.182  -4.517  1.025
C  2.798  -4.466  1.038
C  2.174  -3.253  0.778
H  4.685  -1.261  0.302
H  5.968  -3.342  0.737
H  4.704  -5.446  1.223
H  2.204  -5.347  1.246
H  1.092  -3.170  0.781
N  3.919  -0.256  5.006
C  3.919  -0.790  6.224
C  4.013  -0.045  7.390
C  4.114  1.333  7.285
C  4.115  1.902  6.022
C  4.012  1.068  4.917
H  3.835  -1.871  6.268
H  4.003  -0.537  8.354
H  4.187  1.952  8.170
H  4.186  2.973  5.888
H  3.995  1.480  3.915
N  1.156  -2.999  -4.218
C  0.959  -2.086  -5.167
C  0.989  -2.384  -6.524
C  1.229  -3.691  -6.913
C  1.432  -4.649  -5.932
C  1.386  -4.251  -4.604
H  0.776  -1.072  -4.828
H  0.825  -1.602  -7.253
H  1.257  -3.960  -7.962
H  1.622  -5.683  -6.186
H  1.540  -4.972  -3.808

2S+1 ... 1
Frontier orbital gap ... 6.5 eV
Net charge ... -1
Energy above the lowest of the compared OMol25 structures with the same formula, charge and spin ... 0.0 kcal per mole
Lowest unoccupied orbital energy ... 2.4 eV

Mulliken population analysis, charges in e, atoms 1 to 5: -0.89, 0.86, -0.80, -0.02, -0.24

=====

C26H37BBr2CaClCsF7MgN2O8 | wB97M-V/def2-TZVPD

CARTESIAN COORDINATES (ANGSTROEM)
C  -0.759  -1.525  2.056
C  -0.676  -0.274  1.172
C  -1.804  -0.254  0.120
F  -2.455  -1.473  0.086
C  -2.820  0.888  0.217
C  -4.196  0.328  -0.356
C  -5.253  -0.052  0.720
C  -6.064  1.118  1.336
Br  -4.603  -1.118  2.171
O  -2.957  1.489  1.532
C  -3.287  2.768  1.516
O  -3.403  3.522  2.390
O  -3.488  3.082  0.132
C  -2.587  2.193  -0.596
C  -1.260  2.961  -0.640
C  -0.013  2.111  -0.792
O  0.116  1.430  -1.796
C  0.976  2.183  0.264
C  2.271  1.720  0.021
C  3.194  1.754  1.049
C  2.883  2.224  2.316
C  1.599  2.707  2.572
C  0.682  2.675  1.545
H  -0.006  -1.399  2.830
H  -1.711  -1.604  2.567
H  -0.504  -2.429  1.519
H  0.254  -0.369  0.626
H  -0.673  0.590  1.817
H  -1.328  -0.141  -0.851
H  -4.650  1.117  -0.978
H  -4.027  -0.463  -1.075
H  -5.993  -0.657  0.206
H  -7.042  0.792  1.665
H  -6.249  1.939  0.622
H  -5.569  1.538  2.208
H  -2.829  2.046  -1.655
H  -1.302  3.600  -1.521
H  -1.114  3.649  0.182
H  2.538  1.341  -0.952
H  4.193  1.386  0.862
H  3.590  2.230  3.129
H  1.303  3.079  3.534
H  -0.318  3.026  1.764
Ca  -5.386  2.848  -0.910
C  -0.860  -2.430  -5.328
C  -0.515  -1.355  -4.307
C  0.712  -1.666  -3.443
O  0.477  -2.605  -2.409
C  0.564  -3.972  -2.767
N  -1.693  -1.087  -3.463
H  -1.330  -3.300  -4.865
H  -1.560  -2.045  -6.068
H  0.033  -2.762  -5.863
H  -0.288  -0.442  -4.865
H  0.988  -0.738  -2.936
H  1.576  -1.968  -4.046
H  1.336  -4.152  -3.518
H  -0.401  -4.355  -3.118
H  0.830  -4.522  -1.864
H  -1.458  -0.299  -2.863
H  -1.786  -1.873  -2.823
B  3.916  2.822  6.115
F  2.749  2.117  6.285
F  4.723  2.228  5.191
F  3.547  4.230  5.688
F  4.555  3.076  7.309
C  7.333  4.283  9.481
C  7.585  4.538  8.069
N  7.615  4.743  6.943
H  7.212  5.229  10.008
H  6.417  3.699  9.579
H  8.160  3.736  9.917
Cl  10.331  4.418  8.603
Cs  12.178  5.794  8.182
C  -1.798  -7.224  -6.607
C  -1.990  -7.548  -8.071
O  -2.292  -6.275  -8.632
C  -1.687  -5.333  -7.879
O  -1.513  -4.208  -8.185
O  -1.277  -5.873  -6.671
F  -3.038  -8.375  -8.262
H  -2.738  -7.224  -6.058
H  -1.094  -7.890  -6.111
H  -1.110  -7.959  -8.565
Br  3.175  5.158  7.304
F  2.366  4.565  3.946
Mg  0.776  -5.728  -5.657

2S+1 ... 1
Frontier orbital gap ... 1.2 eV
Net charge ... +1
Lowest unoccupied orbital energy ... -6.8 eV

Mulliken population analysis, charges in e, atoms 1 to 5: -1.58, -0.08, 1.85, -0.51, 2.86

=====

C26H37F18NO13PS | wB97M-V/def2-TZVPD

CARTESIAN COORDINATES (ANGSTROEM)
C  1.178  3.853  3.911
O  0.816  3.170  5.081
C  0.152  1.889  4.954
N  0.843  0.763  5.488
P  2.382  0.651  5.126
S  3.061  -1.201  4.819
H  2.229  3.666  3.665
H  0.565  3.590  3.047
H  1.066  4.926  4.075
H  -0.141  1.750  3.899
H  -0.779  1.996  5.519
H  2.713  1.412  3.983
H  3.164  1.252  6.133
C  -0.683  -2.654  4.196
C  -0.179  -2.024  2.929
O  -0.641  -2.781  1.758
C  -1.850  -2.524  1.328
O  -2.644  -1.724  1.738
C  -2.156  -3.408  0.098
F  -1.781  -4.681  0.286
F  -1.517  -2.953  -0.998
F  -3.470  -3.400  -0.167
H  -0.387  -3.704  4.249
H  -0.263  -2.126  5.040
H  -1.773  -2.612  4.257
H  0.906  -2.052  2.892
H  -0.490  -0.985  2.843
C  -0.315  2.992  -2.007
C  0.324  4.347  -2.210
O  -0.481  5.401  -1.633
C  -0.329  5.588  -0.328
O  0.388  4.982  0.411
C  -1.204  6.776  0.127
F  -2.432  6.712  -0.408
F  -0.635  7.929  -0.271
F  -1.314  6.794  1.451
H  -1.331  2.987  -2.405
H  0.265  2.225  -2.517
H  -0.365  2.737  -0.949
H  0.387  4.593  -3.267
H  1.328  4.383  -1.791
C  6.490  5.161  -4.608
C  5.063  5.630  -4.778
O  4.196  4.538  -5.158
C  3.766  3.772  -4.166
O  4.008  3.885  -3.001
C  2.818  2.688  -4.724
F  3.307  2.134  -5.840
F  1.630  3.251  -5.013
F  2.623  1.732  -3.821
H  6.840  4.669  -5.515
H  7.138  6.012  -4.399
H  6.574  4.455  -3.783
H  4.980  6.347  -5.591
H  4.681  6.095  -3.871
C  -3.670  -3.458  -3.440
C  -4.985  -2.787  -3.127
O  -5.363  -1.861  -4.176
C  -5.965  -2.383  -5.229
O  -6.253  -3.528  -5.420
C  -6.312  -1.257  -6.229
F  -5.285  -0.411  -6.391
F  -7.366  -0.558  -5.775
F  -6.627  -1.771  -7.417
H  -2.896  -2.710  -3.616
H  -3.363  -4.087  -2.610
H  -3.743  -4.078  -4.334
H  -4.908  -2.180  -2.229
H  -5.783  -3.511  -2.975
C  1.535  -1.081  12.004
C  1.918  -0.598  10.622
O  1.359  -1.441  9.602
C  0.100  -1.193  9.268
O  -0.626  -0.374  9.753
C  -0.306  -2.105  8.093
F  0.072  -3.382  8.318
F  0.269  -1.668  6.985
F  -1.638  -2.109  7.942
H  1.828  -2.123  12.138
H  2.033  -0.477  12.763
H  0.459  -1.009  12.158
H  2.994  -0.655  10.473
H  1.606  0.431  10.454
C  0.245  -2.685  -6.049
C  0.438  -3.689  -7.163
O  0.737  -5.000  -6.635
C  -0.309  -5.710  -6.238
O  -1.460  -5.389  -6.287
C  0.165  -7.083  -5.713
F  1.235  -6.958  -4.920
F  0.499  -7.867  -6.754
F  -0.809  -7.678  -5.031
H  1.118  -2.667  -5.398
H  0.099  -1.690  -6.466
H  -0.624  -2.936  -5.443
H  1.297  -3.433  -7.780
H  -0.438  -3.748  -7.806

2S+1 ... 1
Frontier orbital gap ... 5.8 eV
Net charge ... -1
Lowest unoccupied orbital energy ... 1.6 eV

Mulliken population analysis, charges in e, atoms 1 to 5: -0.62, -0.41, -0.46, -0.16, 0.11

=====

C26H37FN6OS3 | wB97M-V/def2-TZVPD

CARTESIAN COORDINATES (ANGSTROEM)
F  5.026  -1.559  -1.235
C  3.813  -1.137  -1.791
C  2.820  -2.186  -2.297
C  1.529  -1.742  -2.839
C  0.441  -2.761  -3.334
C  -0.732  -2.913  -2.242
C  -1.982  -2.055  -2.711
S  -3.588  -2.712  -2.080
C  -4.886  -1.592  -2.743
S  -4.394  -0.536  -3.939
N  -6.222  -1.657  -2.189
C  -6.444  -0.400  -1.438
C  -7.894  -0.379  -0.737
O  -8.804  -1.337  -1.325
C  -8.682  -1.231  -2.746
C  -7.267  -1.827  -3.218
C  1.299  -0.249  -2.884
N  0.175  0.412  -3.379
S  0.427  2.064  -3.249
N  1.948  2.132  -2.508
C  2.281  0.804  -2.395
C  3.589  0.289  -1.811
H  3.121  -3.258  -2.232
H  0.018  -2.448  -4.327
H  0.873  -3.792  -3.453
H  -0.377  -2.615  -1.209
H  -1.019  -4.004  -2.151
H  -1.856  -0.974  -2.426
H  -2.033  -2.119  -3.840
H  -5.699  -0.286  -0.596
H  -6.399  0.488  -2.136
H  -7.703  -0.711  0.338
H  -8.382  0.632  -0.803
H  -8.762  -0.146  -3.080
H  -9.482  -1.814  -3.286
H  -7.462  -2.927  -3.413
H  -7.048  -1.343  -4.210
H  4.393  0.971  -1.412
C  6.778  2.001  3.157
C  5.632  1.155  2.613
C  5.886  0.656  1.188
C  6.050  1.813  0.263
N  6.178  2.708  -0.452
H  6.923  2.909  2.570
H  6.569  2.309  4.183
H  7.716  1.436  3.156
H  4.712  1.745  2.641
H  5.481  0.293  3.269
H  5.046  0.047  0.848
H  6.788  0.041  1.152
C  10.730  3.000  1.759
C  10.768  4.435  1.245
C  10.208  5.444  2.251
C  8.784  5.127  2.549
N  7.683  4.878  2.780
H  9.706  2.667  1.943
H  11.164  2.321  1.023
H  11.296  2.901  2.689
H  10.204  4.493  0.310
H  11.803  4.702  1.013
H  10.269  6.455  1.845
H  10.781  5.418  3.181
C  -9.375  -1.557  4.660
C  -9.133  -2.411  3.420
C  -7.647  -2.647  3.139
C  -6.958  -1.346  2.911
N  -6.419  -0.333  2.745
H  -8.953  -0.556  4.548
H  -10.445  -1.440  4.838
H  -8.932  -2.019  5.547
H  -9.599  -1.925  2.558
H  -9.628  -3.377  3.551
H  -7.526  -3.272  2.252
H  -7.173  -3.157  3.981

2S+1 ... 1
Frontier orbital gap ... 7.6 eV
Lowest unoccupied orbital energy ... -1.0 eV

Mulliken population analysis, charges in e, atoms 1 to 5: -0.31, 0.21, -0.81, 0.33, -0.90